1.
{"formula": "C24H30CrN6OS2", "method": "the ωB97M-V functional and the def2-TZVPD basis", "species": ["Cr", "N", "C", "C", "C", "C", "C", "C", "S", "N", "C", "C", "C", "C", "C", "C", "N", "H", "H", "H", "H", "H", "H", "H", "H", "H", "C", "S", "O", "C", "C", "C", "C", "C", "C", "H", "H", "H", "H", "H", "H", "H", "H", "C", "N", "C", "C", "N", "N", "C", "C", "H", "H", "H", "H", "H", "H", "H", "H", "H", "H", "H", "H", "H"], "positions_angstrom": [[0.36674, -0.29335, -0.24704], [0.52666, 3.28091, -2.25354], [-0.60550, 4.13237, -2.05622], [-0.66000, 5.33979, -2.72001], [-1.75114, 6.17984, -2.53782], [-2.77498, 5.80641, -1.68659], [-2.71014, 4.58997, -1.01475], [-1.62728, 3.75273, -1.20660], [-1.60953, 2.20814, -0.33285], [-0.05060, 1.59218, -0.74662], [0.75182, 2.15360, -1.58929], [2.05293, 1.43130, -1.78435], [3.15027, 1.95814, -2.42064], [4.33754, 1.23217, -2.43619], [4.38600, 0.01435, -1.79280], [3.23348, -0.45945, -1.19005], [2.08372, 0.21959, -1.20371], [1.22278, 3.60447, -2.90286], [0.14871, 5.62925, -3.38450], [-1.79279, 7.12412, -3.06245], [-3.62730, 6.45628, -1.53878], [-3.50924, 4.29354, -0.34468], [3.11058, 2.93676, -2.88070], [5.21377, 1.62923, -2.93234], [5.29519, -0.57029, -1.75497], [3.22002, -1.41228, -0.67710], [-0.53773, -0.11850, 4.11660], [0.08974, 0.49661, 2.57331], [-0.79878, -0.17306, 1.50351], [1.63314, -0.38152, 2.47207], [2.80743, 0.32060, 2.71420], [4.01973, -0.34952, 2.62274], [4.04526, -1.69580, 2.27395], [2.86179, -2.38109, 2.01226], [1.64086, -1.72735, 2.11331], [-0.61417, -1.20411, 4.05140], [-1.51238, 0.33952, 4.27924], [0.16128, 0.18455, 4.89781], [2.77626, 1.37263, 2.97831], [4.94280, 0.17761, 2.82893], [4.99262, -2.21785, 2.21469], [2.88823, -3.43288, 1.75431], [0.71227, -2.25391, 1.92413], [0.04278, -3.91638, -3.55864], [0.22558, -3.55367, -2.15339], [1.60769, -3.39278, -1.74640], [-0.79230, -3.07539, -1.39828], [-0.58939, -2.10401, -0.51616], [-2.00635, -3.63741, -1.56010], [-2.19701, -5.03595, -1.94946], [-3.21121, -2.95372, -1.10448], [0.61270, -3.22670, -4.18603], [-1.00155, -3.84695, -3.84240], [0.39746, -4.92877, -3.75224], [2.14373, -4.32993, -1.90307], [1.65951, -3.13632, -0.69071], [2.10457, -2.61954, -2.34146], [-1.36384, -2.05461, 0.13647], [-1.24395, -5.55378, -1.98820], [-2.69509, -5.11913, -2.91588], [-2.82075, -5.52323, -1.19969], [-3.08855, -1.87458, -1.17245], [-3.47079, -3.22864, -0.07820], [-4.03950, -3.23754, -1.75141]], "forces_ev_per_a": [[-0.982, -0.761, 0.760], [-0.124, 0.450, -0.191], [0.233, -0.140, -0.084], [0.069, 0.110, -0.102], [0.020, 0.032, -0.029], [-0.047, -0.031, 0.044], [-0.058, 0.068, -0.004], [-0.064, -0.129, 0.132], [0.152, -0.030, -0.077], [-0.239, 0.605, 0.156], [0.363, -0.259, -0.072], [-0.371, 0.221, 0.073], [0.191, 0.211, -0.142], [-0.008, 0.195, -0.110], [0.040, -0.153, 0.077], [-0.017, -0.021, -0.004], [0.603, -0.208, -0.277], [-0.039, 0.031, -0.037], [-0.060, -0.009, 0.043], [0.002, -0.011, 0.003], [0.030, -0.030, -0.001], [0.023, 0.026, -0.021], [0.073, -0.049, 0.007], [-0.035, 0.012, 0.018], [-0.037, 0.018, -0.006], [0.012, 0.041, -0.011], [-0.053, -0.165, 0.021], [-0.176, 0.230, -0.046], [0.374, 0.025, -0.116], [0.007, 0.026, -0.049], [0.023, 0.023, 0.001], [0.024, -0.047, -0.009], [-0.033, 0.015, -0.001], [0.040, 0.009, 0.031], [0.071, -0.044, 0.007], [-0.017, 0.046, 0.072], [0.026, -0.019, 0.006], [-0.056, -0.016, -0.017], [-0.009, -0.059, -0.017], [-0.035, -0.026, -0.012], [-0.037, 0.022, 0.002], [0.008, 0.024, 0.018], [0.017, 0.011, 0.039], [0.035, -0.020, 0.082], [0.078, 0.027, -0.113], [-0.070, 0.020, -0.084], [-0.001, -0.022, 0.155], [0.184, -0.213, -0.168], [-0.163, 0.029, -0.141], [0.015, 0.078, 0.067], [0.039, -0.045, 0.006], [0.019, -0.002, 0.016], [0.001, 0.023, 0.020], [-0.005, -0.024, 0.011], [-0.005, -0.016, -0.033], [-0.034, -0.016, -0.005], [-0.020, -0.010, 0.019], [-0.013, -0.065, 0.084], [0.007, 0.015, 0.003], [0.005, 0.018, -0.009], [-0.008, 0.002, 0.011], [0.024, -0.004, -0.004], [0.000, 0.010, 0.005], [0.008, -0.031, 0.004]], "total_charge": 2, "spin_multiplicity": 5, "mol_weight_da": 534.67, "homo_energy_ev": [-12.80, -12.91], "total_energy_ha": -3176.72288, "de_lowest_kcal_mol": 12.9}



2.
{"formula": "C19H21Cl2F3N2O5Ti", "method": "the ωB97M-V functional and the def2-TZVPD basis", "species": ["Ti", "C", "N", "C", "C", "O", "C", "O", "C", "C", "O", "N", "C", "C", "H", "H", "H", "H", "H", "H", "H", "H", "H", "H", "H", "H", "H", "H", "H", "H", "Cl", "C", "Cl", "C", "O", "O", "H", "F", "C", "F", "F", "C", "C", "C", "C", "C", "C", "C", "C", "H", "H", "H", "H"], "positions_angstrom": [[-1.29811, -0.52997, -0.14141], [-4.05320, 3.66211, -1.97452], [-3.39021, 2.39647, -2.23959], [-3.71603, 1.77528, -3.51792], [-2.62579, 1.75390, -1.35989], [-2.13971, 0.63903, -1.62027], [-2.33733, 2.42774, -0.02261], [-1.34421, 1.70610, 0.67370], [-1.61739, 1.30448, 2.01757], [-2.19011, -0.10186, 1.92167], [-2.98857, -0.27220, 0.93387], [-2.08216, -0.96771, 2.92991], [-2.56278, -2.33577, 2.74745], [-1.04032, -0.79251, 3.93987], [-5.10523, 3.50223, -1.72911], [-3.99607, 4.28159, -2.86875], [-3.58016, 4.20413, -1.16261], [-4.78830, 1.58051, -3.57137], [-3.17168, 0.84397, -3.61925], [-3.43763, 2.45136, -4.32644], [-3.26718, 2.50392, 0.54698], [-1.95110, 3.43308, -0.20676], [-2.35549, 1.96118, 2.49119], [-0.67049, 1.34477, 2.54556], [-3.27612, -2.36906, 1.93175], [-3.03274, -2.67109, 3.67103], [-1.72315, -2.98751, 2.49698], [-0.05356, -0.91140, 3.48679], [-1.19104, -1.54708, 4.70768], [-1.12130, 0.18413, 4.41450], [1.00721, 2.30229, -1.82103], [0.47283, -1.79827, -1.38951], [1.14494, -0.61348, -0.43913], [-0.26200, -2.91727, -0.66194], [0.21596, -4.01348, -0.49393], [-1.47654, -2.54934, -0.30530], [0.26294, -1.68273, -2.44598], [7.76564, -0.05995, -0.57014], [7.16172, -1.24991, -0.37395], [7.59104, -1.69677, 0.82449], [7.64554, -2.09302, -1.30009], [5.66689, -1.13008, -0.42147], [4.91531, -1.98653, -1.20865], [3.52599, -1.86929, -1.22112], [2.97382, -0.89197, -0.43602], [3.68475, -0.02190, 0.36842], [5.06204, -0.15165, 0.36864], [0.89103, 0.81333, -1.02047], [0.70510, -0.79702, 1.10733], [5.40386, -2.74373, -1.80601], [2.90053, -2.53387, -1.80379], [3.17504, 0.71382, 0.97469], [5.67355, 0.50101, 0.97895]], "forces_ev_per_a": [[5.635, -1.790, -2.386], [0.008, 0.003, 0.010], [-0.021, -0.037, -0.011], [0.004, 0.014, -0.006], [0.102, 0.083, -0.162], [-0.182, 0.125, 0.136], [0.010, 0.174, -0.009], [-0.279, -0.353, 0.159], [0.407, 0.124, -0.233], [-1.979, 0.366, 2.735], [0.552, -0.491, 0.654], [0.630, 0.395, -1.229], [-0.219, -0.194, 0.019], [-0.100, 0.131, 0.311], [-0.007, 0.001, -0.007], [0.002, 0.001, 0.006], [-0.001, -0.002, 0.003], [-0.001, -0.007, 0.003], [0.003, 0.001, -0.004], [0.007, -0.007, 0.003], [-0.017, -0.020, 0.012], [0.010, -0.021, 0.017], [-0.029, -0.044, -0.003], [0.016, -0.057, -0.042], [0.001, 0.006, 0.006], [0.018, 0.037, 0.006], [0.028, 0.092, -0.005], [0.030, -0.032, -0.187], [0.005, -0.010, -0.030], [-0.010, -0.013, -0.028], [0.453, -0.406, -0.555], [-2.595, -0.503, 0.500], [2.126, 2.331, 0.741], [0.902, -0.261, -0.342], [-0.280, -0.027, 0.086], [-0.698, 1.091, 0.394], [0.549, 0.441, -0.110], [0.017, 0.015, -0.003], [-0.055, 0.013, -0.004], [0.019, -0.011, 0.027], [0.015, -0.017, -0.014], [0.028, 0.061, 0.050], [-0.121, -0.064, -0.096], [0.468, 0.066, 0.114], [-0.595, -0.233, 0.005], [0.324, -0.186, -0.156], [0.023, 0.011, -0.001], [-2.358, -0.580, 1.117], [-2.728, -0.213, -1.489], [0.016, 0.001, 0.008], [-0.057, 0.002, 0.012], [-0.092, -0.002, -0.010], [0.018, -0.004, -0.011]], "total_charge": 0, "spin_multiplicity": 1, "mol_weight_da": 533.15, "homo_energy_ev": [-5.54, -5.54], "total_energy_ha": -3291.20669, "de_lowest_kcal_mol": 390.9}



3.
{"formula": "C5H8NS", "method": "the ωB97M-V functional and the def2-TZVPD basis", "species": ["C", "C", "C", "C", "C", "N", "S", "H", "H", "H", "H", "H", "H", "H", "H"], "positions_angstrom": [[-0.39974, -0.57398, 1.32354], [1.19259, -1.06289, -0.13161], [0.55354, 0.19622, 0.00352], [1.18906, 1.52694, -0.08004], [-1.81734, -0.43908, -0.68147], [-0.90514, 0.11218, 0.28713], [0.35442, -2.25303, 0.70926], [-0.14024, -0.21831, 2.30138], [2.14622, -1.21648, -0.61413], [1.32178, 1.79867, -1.12875], [2.16290, 1.53521, 0.40462], [0.54814, 2.27596, 0.37677], [-1.62778, -1.49453, -0.90476], [-1.75502, 0.15502, -1.59022], [-2.82340, -0.34190, -0.27525]], "forces_ev_per_a": [[1.468, -0.220, -1.897], [-0.671, 0.468, 0.221], [-0.655, -1.006, 1.048], [0.238, 0.326, -0.049], [-0.566, -0.312, -0.477], [0.070, 0.327, 0.450], [-0.451, 0.112, 0.241], [0.154, 0.185, 0.323], [0.307, 0.006, 0.146], [0.002, 0.035, -0.040], [0.022, 0.053, -0.027], [-0.002, 0.008, 0.024], [0.029, 0.075, 0.004], [0.016, -0.030, 0.043], [0.040, -0.027, -0.010]], "total_charge": 1, "spin_multiplicity": 1, "mol_weight_da": 114.19, "homo_energy_ev": -14.25, "total_energy_ha": -647.87595, "de_lowest_kcal_mol": 76.8}